Molecular formula: C3H2AgFLiO3
Method: DFT, ωB97M-V/def2-TZVPD

Atoms and positions in Å:
O 0.41 1.28 -0.89
C -0.81 0.80 -0.67
C 1.36 0.40 -0.34
O -1.91 1.30 -0.51
O -0.62 -0.39 -0.22
C 0.73 -0.91 -0.29
Ag -3.80 0.15 0.76
F 1.36 0.58 1.45
H 2.36 0.51 -0.76
H 1.58 -1.58 -0.11
Li -0.67 -2.14 1.60

## Properties
* E_tot: -16201.130 eV
* ΔE to the lowest compared entry with this formula, charge and spin: 127.01 kcal per mole
* orbital gap (alpha / beta): 0.18699 / 0.20282 Eh
* 2S+1: 2
* E_HOMO (alpha / beta): -0.2397 / -0.2575 Ha
* <S²>: 0.751

Molecular formula: C3H2BaFO3
Method: DFT, ωB97M-V/def2-TZVPD

Atoms and positions in Å:
C 1.32 0.26 -0.07
C 0.46 1.24 0.69
O -0.76 0.99 0.31
C -0.83 -0.32 -0.24
O 0.44 -0.74 -0.37
O -1.83 -0.86 -0.54
Ba -3.36 -3.48 -1.41
F 2.06 0.60 -1.07
H 0.55 1.58 1.73
H 1.95 0.73 0.97

## Properties
* net charge: +2
* E_tot: -12675.704 eV
* ΔE to the lowest compared entry with this formula, charge and spin: 12.06 kcal per mole
* orbital gap (alpha / beta): 0.17921 / 0.23780 Eh
* 2S+1: 2
* E_HOMO (alpha / beta): -0.5268 / -0.5854 Ha
* <S²>: 0.754

Molecular formula: C3H2BaO2
Method: DFT, ωB97M-V/def2-TZVPD

Atoms and positions in Å:
O 1.88 -0.25 0.04
C 0.58 -0.72 0.03
C -0.39 0.40 -0.09
C -1.71 0.50 -0.02
O -2.84 0.70 0.05
Ba 1.89 2.00 -0.03
H 0.31 -1.33 0.92
H 0.30 -1.30 -0.91

## Properties
* net charge: +1
* E_tot: -7923.477 eV
* ΔE to the lowest compared entry with this formula, charge and spin: 0.00 kcal per mole
* orbital gap (alpha / beta): 0.31463 / 0.27686 Eh
* 2S+1: 2
* E_HOMO (alpha / beta): -0.4796 / -0.4895 Ha
* <S²>: 0.757

Molecular formula: C3H2Br2N2
Method: DFT, ωB97M-V/def2-TZVPD

Atoms and positions in Å:
C 0.97 0.81 0.04
C -1.16 0.87 -0.58
C -0.34 -1.07 -0.04
N -0.09 1.47 -0.32
N 0.86 -0.60 0.16
Br -2.84 1.19 0.18
Br -0.76 -2.91 -0.02
H 1.78 1.45 0.10
H 1.58 -1.21 0.48

## Properties
* E_tot: -146204.001 eV
* ΔE to the lowest compared entry with this formula, charge and spin: 100.81 kcal per mole
* orbital gap: 0.27833 Eh
* E_HOMO: -0.2805 Ha

Molecular formula: C3H2Br2NO2
Method: DFT, ωB97M-V/def2-TZVPD

Atoms and positions in Å:
H -2.42 -0.37 0.44
N -1.60 -0.80 -0.14
C -0.47 -0.41 -0.23
C 0.69 -1.15 -0.95
O 1.72 -1.23 -0.17
O 0.47 -1.44 -2.16
C 0.32 0.97 0.65
Br 0.94 2.39 -0.53
Br -0.92 1.57 2.04
H 1.25 0.47 1.04

## Properties
* net charge: -1
* E_tot: -148813.838 eV
* ΔE to the lowest compared entry with this formula, charge and spin: 7.76 kcal per mole
* orbital gap: 0.27342 Eh
* E_HOMO: -0.1664 Ha

Molecular formula: C3H2Br2P2
Method: DFT, ωB97M-V/def2-TZVPD

Atoms and positions in Å:
C 0.24 0.83 -1.27
C 0.55 1.00 -0.03
C 0.19 -0.94 1.41
P -0.29 -0.84 -1.74
P -0.87 -1.55 0.15
Br 1.06 2.60 0.76
Br -0.47 -0.03 3.02
H 0.02 1.72 -1.99
H -0.43 -2.78 -0.31

## Properties
* E_tot: -161798.922 eV
* ΔE to the lowest compared entry with this formula, charge and spin: 129.76 kcal per mole
* orbital gap (alpha / beta): 0.26474 / 0.23377 Eh
* E_HOMO (alpha / beta): -0.3228 / -0.3002 Ha

Molecular formula: C3H2Br2S2
Method: DFT, ωB97M-V/def2-TZVPD

Atoms and positions in Å:
C 0.23 1.17 -0.59
C 1.20 0.48 -0.20
C -1.39 -0.55 0.40
S 1.55 -0.93 0.74
S -0.29 -1.01 1.65
Br 3.20 0.92 -0.63
Br -1.84 -1.72 -1.11
H -0.44 1.69 -1.07
H -2.22 -0.05 0.81

## Properties
* E_tot: -164893.968 eV
* ΔE to the lowest compared entry with this formula, charge and spin: 88.32 kcal per mole
* orbital gap: 0.23867 Eh
* E_HOMO: -0.3126 Ha

Molecular formula: C3H2BrCl
Method: DFT, ωB97M-V/def2-TZVPD

Atoms and positions in Å:
C 0.52 -0.88 -0.67
C -1.05 0.93 0.15
C 0.14 0.03 0.43
Cl 0.68 -2.47 -0.24
Br -1.02 1.93 -1.39
H -0.07 -0.37 1.33
H 0.80 0.83 0.40

## Properties
* E_tot: -85701.249 eV
* ΔE to the lowest compared entry with this formula, charge and spin: 103.41 kcal per mole
* orbital gap (alpha / beta): 0.28317 / 0.28322 Eh
* E_HOMO (alpha / beta): -0.3200 / -0.3200 Ha

Molecular formula: C3H2BrClO3
Method: DFT, ωB97M-V/def2-TZVPD

Atoms and positions in Å:
C 0.13 -1.36 -0.56
C 1.36 0.71 -0.02
C -1.28 0.36 0.43
O 0.21 -2.47 -0.96
O 1.15 -0.56 -0.40
O -1.13 -0.83 -0.19
Cl -1.61 0.38 2.12
Br -2.21 1.62 -0.71
H 1.69 1.49 -0.66
H 1.70 0.66 0.94

## Properties
* E_tot: -91846.722 eV
* ΔE to the lowest compared entry with this formula, charge and spin: 70.53 kcal per mole
* orbital gap (alpha / beta): 0.31285 / 0.31114 Eh
* E_HOMO (alpha / beta): -0.3275 / -0.3394 Ha

Molecular formula: C3H2BrF4NO
Method: DFT, ωB97M-V/def2-TZVPD

Atoms and positions in Å:
C 0.66 -0.36 -0.33
C -1.77 0.41 0.32
C 1.52 -1.54 0.13
N 1.11 0.28 -1.33
O -0.55 -0.32 0.34
F -1.47 1.70 0.35
F 2.85 -1.06 0.19
F 1.49 -2.53 -0.71
F 1.42 -2.00 1.41
Br -2.99 0.06 -1.16
H -2.38 0.23 1.29
H 1.77 -0.04 -2.04

## Properties
* E_tot: -87587.733 eV
* orbital gap (alpha / beta): 0.27036 / 0.28919 Eh
* 2S+1: 3
* E_HOMO (alpha / beta): -0.2461 / -0.4092 Ha
* <S²>: 2.006

Molecular formula: C3H2BrIO2
Method: DFT, ωB97M-V/def2-TZVPD

Atoms and positions in Å:
O 0.67 -0.97 0.00
C -0.19 -1.16 0.86
O -0.30 -2.18 1.69
Br -1.68 -0.04 1.16
H 0.47 -2.80 1.68
C -0.57 1.63 -1.52
C 0.56 1.83 -1.09
I 2.52 2.09 -0.66
H -1.48 1.60 -2.11

## Properties
* E_tot: -85378.920 eV
* ΔE to the lowest compared entry with this formula, charge and spin: 24.29 kcal per mole
* orbital gap: 0.35206 Eh
* E_HOMO: -0.3396 Ha

Molecular formula: C3H2BrNO2
Method: DFT, ωB97M-V/def2-TZVPD

Atoms and positions in Å:
O -0.29 0.32 2.45
C -0.76 0.81 1.51
N -0.98 1.62 0.67
Br -1.70 1.85 -0.97
C 0.93 -0.52 -1.11
C 0.49 -1.52 -0.41
O 0.04 -2.23 0.41
H 1.28 -0.66 -2.04
H 1.01 0.33 -0.51

## Properties
* E_tot: -78768.037 eV
* ΔE to the lowest compared entry with this formula, charge and spin: 47.72 kcal per mole
* orbital gap: 0.33923 Eh
* E_HOMO: -0.3502 Ha